(1)
ORCA calculation (ωB97M-V/def2-TZVPD) on a cluster of 6 separate species, C38H50BrF13N2O20Si in total in a non-equilibrium geometry.

The geometry in XYZ format:
```
125
Properties=species:S:1:pos:R:3:lowdin_charge:R:1
H -3.13 -1.90 0.21 0.08
O -5.75 -3.48 -4.97 0.14
H 0.96 -0.41 3.21 0.11
H -2.68 -0.79 -1.07 0.07
O -0.16 -4.72 -4.18 0.18
C -1.25 -5.44 -1.05 -0.03
C 2.06 -9.03 -2.12 -0.05
C 1.10 -0.04 5.80 -0.19
C -0.61 0.85 4.11 -0.24
F 5.19 -1.91 3.51 0.14
C -1.43 8.26 -4.35 -0.05
H -1.30 2.36 1.94 0.13
F 5.27 0.08 4.35 0.15
C -0.04 2.28 4.13 -0.18
H 3.32 5.05 2.26 0.02
H -2.98 -3.59 -4.92 0.12
H -0.81 0.76 6.25 0.13
O -0.65 -2.27 0.72 0.11
H 2.66 3.82 1.21 0.02
O -2.14 3.42 3.79 -0.01
H 1.33 -2.22 -0.70 0.08
H 2.18 5.52 0.98 0.03
C -1.17 3.25 4.56 -0.70
H -3.04 7.31 -5.50 0.18
C 0.89 -1.23 -0.74 0.03
H 1.70 0.50 5.05 0.11
H -2.10 -0.90 -6.28 0.13
C 5.71 -1.18 4.52 -0.38
H -0.92 -4.64 -0.39 0.13
H 2.21 -8.65 -1.11 0.14
H -5.35 -5.15 -6.10 0.17
O -2.27 1.33 -2.69 0.15
C 3.85 -1.35 6.34 -0.43
O -6.05 -1.44 -5.88 0.19
H -1.34 -6.36 -0.48 0.14
C -2.13 0.10 -5.85 -0.04
O -2.71 0.45 1.88 0.14
C -2.00 1.02 -3.80 -0.53
C -2.22 -0.07 0.90 -0.42
O -0.30 -5.59 -2.12 0.06
N -0.84 0.04 0.57 0.07
F 3.91 -0.05 6.71 0.13
C -0.03 -0.02 3.00 -0.05
H 0.56 3.77 0.25 0.08
O -2.66 0.08 -4.52 0.08
H -3.06 -4.36 -6.51 0.15
C -0.25 2.23 1.68 -0.22
H -1.44 2.23 -1.20 0.06
C 1.67 5.00 4.62 -0.14
O -0.06 5.16 -4.60 0.17
F 6.14 -1.34 6.82 0.17
H 0.58 2.12 -0.31 0.11
H -1.69 0.93 4.03 0.14
H 0.73 2.32 4.89 0.12
C -4.88 -4.55 -5.32 -0.30
H -2.76 0.73 -6.49 0.15
H -0.51 5.04 -0.98 0.05
O 0.67 -9.29 -2.37 0.07
H -4.06 -0.40 -0.11 0.10
F 7.62 -1.45 3.12 0.10
C 2.38 -8.01 -3.18 -0.32
C -0.02 0.69 1.61 -0.20
H -0.86 -0.82 5.49 0.13
H 3.01 -1.06 4.36 0.13
H 0.88 5.56 5.12 0.04
H 0.01 -0.04 -5.39 0.17
F 5.32 -3.10 5.78 0.16
O 1.51 -8.38 -4.24 0.14
H -0.69 6.22 3.20 0.05
H 2.87 -2.67 5.03 0.15
C -1.18 4.30 -1.40 -0.55
C 0.02 2.83 0.29 -0.12
H -1.28 5.04 2.03 0.03
H 1.47 2.19 2.78 0.16
F 3.57 -2.08 7.44 0.15
H -2.16 8.71 -3.69 0.14
H 2.47 5.71 4.41 0.03
C 2.42 4.76 1.72 -0.16
F -4.66 -5.32 -4.23 0.07
F 3.67 -8.12 -3.60 0.08
C 5.28 -1.76 5.88 -0.39
O -1.00 3.76 5.70 -0.02
N 0.58 2.69 2.81 -0.01
H 2.63 -9.95 -2.24 0.15
C -3.08 -0.85 -0.06 0.03
O -0.98 1.55 -4.52 0.14
H 1.01 0.62 1.25 0.13
C -0.76 -4.88 -3.17 -0.56
O -1.15 6.63 -5.93 0.13
C -2.51 -5.08 -1.80 -0.30
O -0.84 7.10 -3.76 0.04
H 7.65 -2.03 5.00 0.17
O -0.61 -9.15 -4.21 0.18
C -5.39 -2.40 -5.73 -0.54
C -2.03 7.70 -5.61 -0.31
H -0.91 4.04 -2.41 0.04
H -2.17 3.14 0.15 0.09
O -2.00 -4.38 -2.92 0.10
O -4.17 -2.60 -6.29 0.05
C 7.26 -1.22 4.40 -0.30
C -0.62 6.20 -4.75 -0.55
H 2.18 -6.98 -2.89 0.17
C -0.26 -1.23 0.24 -0.44
C -0.76 0.69 -5.64 -0.31
F -0.35 1.43 -6.69 0.09
O 1.49 -1.42 5.73 -0.08
H -3.10 -5.93 -2.13 0.17
H -0.64 8.99 -4.56 0.14
C 2.79 -1.61 5.28 -0.13
C -0.37 0.16 5.46 -0.09
C -0.42 5.60 2.35 -0.12
H 1.39 0.40 6.75 0.13
H 2.06 4.19 5.22 0.04
C -1.30 3.06 -0.51 -0.27
F 7.78 -0.05 4.80 0.12
C 0.42 -8.96 -3.66 -0.55
F -2.02 8.60 -6.63 0.07
C -3.63 -3.82 -5.76 -0.05
H -0.03 6.26 1.58 0.03
H 0.56 -1.06 -1.75 0.09
F -3.29 -4.25 -1.08 0.09
Br -2.95 5.16 -1.51 0.62
Si 0.98 4.49 2.94 0.63
H -0.68 -0.89 2.91 0.13
H 1.68 -0.53 -0.46 0.08
```

For the strongest force on any atom, the calculation gives 2.43 eV/Å. The calculated total energy is -197396.1259 eV. As for the HOMO-LUMO gap: 0.29129 Ha. As for the energy above the lowest of the compared OMol25 structures with the same formula, charge and spin: 0.0 kcal per mole.

(2)
ORCA calculation (ωB97M-V/def2-TZVPD) on a cluster of 2 separate species, C2ClF4O2S in total in a non-equilibrium geometry.

The geometry in XYZ format:
```
10
Properties=species:S:1:pos:R:3:nbo_charge:R:1
Cl -0.38 -1.77 0.93 -0.02
C -1.55 1.02 -0.11 0.87
S 2.06 -0.58 -0.71 1.55
O 2.71 -1.30 0.41 -0.99
O 1.65 -1.42 -1.80 -0.99
F -1.44 1.33 -1.40 -0.35
F 0.85 0.40 1.52 -0.38
C 0.39 -0.32 0.42 0.05
F -1.66 2.28 0.56 -0.41
F -2.63 0.36 0.18 -0.34
```

For the strongest force on any atom, the calculation gives 4.48 eV/Å. The calculated total energy is -40395.2121 eV. Its charge is -1. As for the HOMO-LUMO gap (alpha / beta): 0.29086 / 0.29095 Ha. As for the energy above the lowest of the compared OMol25 structures with the same formula, charge and spin: 65.0 kcal per mole.

(3)
ORCA calculation (ωB97M-V/def2-TZVPD) on a structure of composition C31H47ClO2P2Tc in a non-equilibrium geometry.

The geometry in XYZ format:
```
84
Properties=species:S:1:pos:R:3:lowdin_spin:R:1
C -1.21 2.58 3.26 0.00
C -1.79 -3.03 1.46 0.00
O -0.11 1.30 1.57 0.13
C 1.10 -0.41 4.64 0.00
H -1.41 -3.04 -1.64 0.00
H 0.62 -0.62 -6.11 0.00
H -1.73 -0.42 4.63 0.00
H 3.80 0.48 -2.10 0.00
C -1.72 -0.91 -4.13 0.00
H -0.84 0.74 -6.09 0.00
H -2.41 1.00 -3.54 0.00
H 1.13 1.85 -5.63 0.00
H -1.41 -1.66 -6.17 0.00
H 0.53 2.68 -0.63 0.00
H -2.47 -1.47 -3.56 0.00
C 1.36 0.53 -3.91 0.00
P 2.05 0.74 -0.41 0.04
H -3.50 -1.39 -0.81 0.00
H 2.08 0.08 4.54 0.00
H 3.37 -2.22 3.20 0.00
C -0.02 3.02 3.83 0.00
H 3.77 2.33 0.16 0.00
H -1.37 2.18 -5.28 0.00
C -2.47 4.09 4.70 0.00
C 0.51 -1.33 -5.28 0.00
C 3.01 -1.51 2.43 -0.01
C 3.28 -0.17 -1.39 0.02
H 3.35 1.25 1.53 0.00
H -1.04 -2.80 -4.89 0.00
C -1.26 4.51 5.28 0.00
C -1.69 0.43 -4.14 0.00
C 0.71 -2.18 1.32 0.03
C 1.26 -3.41 0.66 0.02
H -3.54 0.05 -1.92 0.00
H 1.38 2.27 -2.12 0.00
C -1.25 1.55 2.16 0.02
C -2.44 3.10 3.71 0.00
O -2.32 0.98 1.90 0.02
H 0.91 4.34 5.28 0.00
H -2.74 -1.32 3.50 0.00
H -3.36 2.73 3.26 0.00
C -0.02 4.00 4.84 0.00
Tc 0.15 -0.41 0.27 2.53
H 1.68 -4.09 1.41 0.00
C -0.68 -2.27 -1.93 0.06
H -1.27 1.80 -1.90 0.01
C -0.97 -1.73 -5.16 0.00
H 0.92 2.60 3.47 0.00
H -3.41 4.52 5.04 0.00
H 0.31 -2.52 -1.54 0.01
H 0.48 -3.97 0.13 0.00
H 3.46 -1.81 1.49 0.00
C 2.95 1.84 0.69 0.00
H -2.71 -2.45 1.29 0.00
Cl -1.28 5.71 6.51 0.00
H 1.67 -1.53 -3.40 0.00
H 2.19 0.93 -3.32 0.00
C -1.78 -1.34 4.03 0.00
H 2.26 2.60 1.10 0.00
H 4.00 -0.61 -0.70 0.00
C 1.53 -1.47 2.34 -0.04
C 0.83 1.84 -1.28 0.02
H 3.40 -0.52 2.70 0.00
H 0.57 2.50 -4.10 0.00
C 0.61 1.58 -4.70 0.00
H -1.57 -3.60 0.56 0.00
H -0.18 0.71 -2.74 0.00
H -2.03 -3.76 2.26 0.00
H 2.06 -3.15 -0.04 0.00
C -0.68 -2.12 1.85 -0.03
H -0.58 -2.26 -3.01 0.00
H -3.18 0.24 -0.16 0.00
C -0.65 -1.43 3.08 0.00
H 2.80 -0.99 -1.94 0.00
H 0.38 0.36 4.96 0.00
P -1.31 -0.66 -1.34 0.07
C -0.44 1.09 -1.76 0.06
H 1.07 -2.21 -5.63 0.00
H -1.79 -2.19 4.73 0.00
C 1.16 -0.80 -4.03 0.00
C -3.05 -0.40 -1.04 0.01
C -0.86 1.22 -5.11 0.00
C 0.67 -1.03 3.36 0.01
H 1.18 -1.15 5.45 0.00
```

For the strongest force on any atom, the calculation gives 6.45 eV/Å. As for the spin multiplicity: 4. The calculated total energy is -70284.3170 eV. Its charge is +2. As for the HOMO-LUMO gap (alpha / beta): 0.21755 / 0.20852 Ha.